No. 1
ORCA calculation (the ωB97M-V functional and the def2-TZVPD basis) on a 12-piece molecular cluster, C39H57N15O3 overall.

The total energy comes out at -69861.433 eV. Its SMILES is c1cc[nH]c1.c1cc[nH]c1.c1cc[nH]c1.c1cc[nH]c1.c1cc[nH]c1.c1cc[nH]c1.c1cc[nH]c1.c1cc[nH]c1.c1cc[nH]c1.NC(N)=O.NC(N)=O.NC(N)=O. The lowest unoccupied orbital energy comes out at 0.3 eV. The calculation puts the strongest force on any atom at 5.8 eV/Å. The energy above the lowest of the compared OMol25 structures with the same formula, charge and spin is 19.9 kcal per mole.

Last column: Löwdin charge in e.
Positions of all 114 atoms, in Å:
C  -6.0237  0.9995  -2.2446  -0.09
C  -4.9026  1.4658  -3.0543  -0.12
C  -3.7866  0.8736  -2.5626  -0.18
N  -4.1196  0.0971  -1.4788  0.03
C  -5.4776  0.1627  -1.2887  -0.14
H  -7.0555  1.3395  -2.2855  0.09
H  -4.9522  2.0596  -3.9478  0.09
H  -2.7353  0.8783  -2.8526  0.11
H  -3.5670  -0.5671  -0.9382  0.09
H  -6.0060  -0.2964  -0.4586  0.11
C  4.6995  0.8789  3.7624  -0.17
C  4.2256  0.0185  2.7910  -0.12
C  3.0196  -0.4536  3.2995  -0.15
N  2.7922  0.1372  4.4984  0.03
C  3.8295  1.0028  4.8137  -0.13
H  5.6291  1.4427  3.7341  0.10
H  4.6518  -0.3436  1.8893  0.09
H  2.2937  -1.1265  2.8548  0.08
H  1.8872  0.0750  5.0222  0.14
H  3.8871  1.5054  5.8171  0.12
C  -5.0929  -3.2867  -1.3910  -0.14
C  -4.4228  -2.9360  -0.2346  -0.14
C  -3.0872  -2.5628  -0.5144  -0.15
N  -3.0301  -2.6612  -1.8621  -0.01
C  -4.1987  -3.2175  -2.3989  -0.11
H  -6.1130  -3.6949  -1.5340  0.11
H  -4.8006  -2.9019  0.8460  0.12
H  -2.2872  -2.2326  0.0809  0.09
H  -2.1281  -2.7570  -2.3668  0.10
H  -4.1513  -3.2736  -3.5141  0.12
C  -3.5315  3.4464  1.9507  -0.12
C  -2.2433  3.3360  1.3370  -0.13
C  -2.4600  3.0087  0.0021  -0.16
N  -3.7960  3.1169  -0.2660  0.03
C  -4.4685  3.3443  0.9320  -0.12
H  -3.8706  3.5872  3.0000  0.11
H  -1.2674  3.4992  1.7205  0.05
H  -1.8115  2.9302  -0.8542  0.11
H  -4.3074  2.6321  -1.0510  0.12
H  -5.5469  3.4588  0.8941  0.11
C  3.4581  -3.7322  -5.7689  -0.13
C  2.6555  -3.4021  -6.8546  -0.16
C  2.3331  -2.1055  -6.8018  -0.14
N  2.9104  -1.5486  -5.6352  0.03
C  3.6726  -2.5649  -5.0518  -0.13
H  3.8485  -4.7048  -5.5331  0.09
H  2.3676  -4.0612  -7.6449  0.09
H  1.7354  -1.6006  -7.5212  0.09
H  2.8856  -0.6065  -5.2606  0.07
H  4.2062  -2.3961  -4.0654  0.12
C  2.0760  -3.5622  4.5219  -0.11
C  2.1450  -3.9596  3.1223  -0.11
C  1.0615  -3.4249  2.5603  -0.17
N  0.3576  -2.7149  3.5254  0.01
C  0.9152  -2.8631  4.7202  -0.17
H  2.8074  -3.9522  5.2474  0.09
H  2.8603  -4.5856  2.6648  0.08
H  0.6453  -3.5784  1.5604  0.11
H  -0.5396  -2.2733  3.3875  0.04
H  0.5276  -2.3966  5.6056  0.11
C  3.4148  4.1082  0.4121  -0.11
C  2.0331  3.9541  0.0506  -0.12
C  1.4046  3.1883  1.0171  -0.16
N  2.3313  2.8807  1.9846  0.03
C  3.5603  3.4108  1.5927  -0.14
H  4.3288  4.5950  -0.0264  0.11
H  1.5192  4.3790  -0.8073  0.09
H  0.4106  2.7764  1.1607  0.07
H  2.2363  2.2012  2.7620  0.13
H  4.3827  3.3054  2.3164  0.11
C  -0.6521  1.6567  4.9137  -0.13
C  -0.6204  0.7010  5.8970  -0.12
C  0.1818  1.2081  6.8957  -0.12
N  0.7449  2.4462  6.4949  0.03
C  0.2300  2.6674  5.2360  -0.15
H  -1.1090  1.6660  3.9333  0.08
H  -1.1896  -0.2102  5.9406  0.10
H  0.2722  0.8569  7.8816  0.09
H  1.1443  3.1000  7.1865  0.16
H  0.5196  3.5247  4.6277  0.11
C  1.4279  -2.1375  -1.0159  -0.10
C  0.7045  -1.0774  -1.5342  -0.12
C  1.1398  0.0545  -0.8845  -0.16
N  2.1430  -0.3541  -0.0315  0.01
C  2.3203  -1.6772  -0.0594  -0.13
H  1.3714  -3.1830  -1.2936  0.11
H  -0.1425  -1.1381  -2.2069  0.06
H  0.8307  1.0827  -0.9766  0.10
H  2.6175  0.2954  0.5666  0.11
H  3.0810  -2.0690  0.6110  0.12
N  3.4183  3.1469  -4.0379  0.18
C  3.1248  1.8438  -3.9375  -0.65
N  3.6495  1.2425  -2.7882  0.15
O  2.5757  1.1946  -4.8085  0.01
H  2.8033  3.7978  -4.4843  0.11
H  3.7250  3.5204  -3.1688  0.09
H  3.5428  0.2259  -2.8254  0.09
H  3.2953  1.6381  -1.8956  0.09
N  -0.4784  -0.4362  -4.5929  0.15
C  -0.9875  -1.7592  -4.7038  -0.59
N  -1.5878  -1.9813  -5.9293  0.15
O  -1.0565  -2.6212  -3.8402  0.01
H  -0.1602  0.0285  -5.4274  0.09
H  0.3297  -0.4091  -3.9612  0.06
H  -2.1650  -2.8372  -5.9912  0.12
H  -1.9972  -1.1629  -6.2740  0.07
N  -3.2588  0.1030  2.3073  0.17
C  -2.0037  -0.4849  2.4896  -0.66
N  -1.2012  -0.0697  1.5753  0.19
O  -1.8735  -1.4111  3.3511  -0.02
H  -3.9415  0.0560  3.0888  0.13
H  -3.3169  0.9398  1.7963  0.02
H  -0.3137  -0.6087  1.3567  0.14
H  -1.3625  0.8806  1.1308  0.11


No. 2
ORCA calculation (the ωB97M-V functional and the def2-TZVPD basis) on C4H7N3 in the gas phase.

The total energy comes out at -8727.570 eV. The lowest unoccupied orbital energy comes out at 0.8 eV. The calculation puts the strongest force on any atom at 4.3 eV/Å. The energy above the lowest of the compared OMol25 structures with the same formula, charge and spin is 94.8 kcal per mole.

Last column: natural (NBO) charge in e.
Positions of all 14 atoms, in Å:
C  1.9819  -1.4009  0.2048  -0.09
C  0.7434  -1.4369  0.6959  -0.15
C  0.6065  1.1407  -1.6258  -0.43
C  -1.1436  0.1711  0.6640  -0.43
N  2.0825  -0.3845  -0.7240  -0.33
N  0.1104  -0.3304  0.1721  -0.20
N  0.9180  0.2409  -0.7505  0.11
H  2.7628  -2.1164  0.6101  0.23
H  0.3198  -2.1552  1.4437  0.23
H  -0.1521  1.9090  -1.3184  0.18
H  1.3640  1.4296  -2.2476  0.21
H  -1.9748  -0.5730  0.6939  0.22
H  -1.1900  0.4800  1.7480  0.21
H  -1.4261  0.9597  -0.0557  0.23


No. 3
ORCA calculation (the ωB97M-V functional and the def2-TZVPD basis) on C32H28N7O6SSr as an isolated structure.

The total energy comes out at -68026.284 eV. The lowest unoccupied orbital energy comes out at -3.2 eV. Its charge is +1. The calculation puts the strongest force on any atom at 0.2 eV/Å. The energy above the lowest of the compared OMol25 structures with the same formula, charge and spin is 0.2 kcal per mole.

Last column: Löwdin charge in e.
Positions of all 75 atoms, in Å:
Sr  0.0417  0.4046  -0.1849  1.47
N  -3.4568  1.8616  0.9332  0.14
C  -2.3781  2.6454  1.3305  -0.29
C  -2.6262  3.5866  2.3408  0.00
C  -1.5982  4.3793  2.7797  -0.04
C  -0.3371  4.2378  2.2020  -0.05
C  -0.1956  3.3032  1.2087  -0.16
N  -1.1895  2.5143  0.7634  0.02
C  -3.6037  0.7850  0.0767  -0.28
C  -4.9198  0.3499  -0.1624  0.00
C  -5.1329  -0.7340  -0.9744  -0.05
C  -4.0383  -1.3797  -1.5511  -0.05
C  -2.7918  -0.8841  -1.2665  -0.14
N  -2.5569  0.1771  -0.4721  0.02
H  -4.3161  2.1221  1.3873  0.14
H  -3.6098  3.6560  2.7863  0.12
H  -1.7671  5.0912  3.5758  0.12
H  0.5087  4.8258  2.5262  0.11
H  0.7719  3.1654  0.7310  0.09
H  -5.7491  0.8727  0.2960  0.12
H  -6.1402  -1.0807  -1.1620  0.12
H  -4.1542  -2.2421  -2.1905  0.11
H  -1.9140  -1.3674  -1.6893  0.10
O  -2.1110  -2.5856  -6.9518  0.13
C  -1.1042  -3.2799  -6.3827  -0.48
O  -0.7919  -4.3522  -6.8086  0.14
C  -0.4095  -2.6471  -5.2101  -0.12
C  -0.4546  -1.2843  -4.9320  -0.01
C  0.2131  -0.7712  -3.8327  -0.02
C  0.9503  -1.6207  -3.0127  -0.27
C  0.9976  -2.9860  -3.2831  0.00
C  0.3263  -3.4892  -4.3825  0.01
N  1.5641  -1.0595  -1.8686  0.03
C  2.7476  -1.3785  -1.5481  -0.06
C  3.3803  -0.8677  -0.3139  -0.26
C  4.6134  -1.3612  0.0756  0.00
C  5.1608  -0.9210  1.2748  -0.03
C  4.4534  -0.0101  2.0334  -0.02
C  3.2245  0.4446  1.5617  -0.11
N  2.6999  0.0369  0.4096  0.04
H  -2.3216  -1.7939  -6.4460  0.09
H  -0.9845  -0.5953  -5.5796  0.12
H  0.1910  0.2900  -3.6128  0.10
H  1.5303  -3.6513  -2.6156  0.12
H  0.3538  -4.5450  -4.6153  0.13
H  3.3466  -2.0544  -2.1645  0.14
H  5.1261  -2.0878  -0.5408  0.12
H  6.1186  -1.2957  1.6099  0.12
H  4.8243  0.3482  2.9831  0.12
H  2.6354  1.1353  2.1542  0.09
O  -1.0783  1.4036  4.2084  -0.28
S  0.1005  0.6371  3.9085  0.63
O  1.3774  1.2369  4.2106  -0.31
N  0.0832  0.1321  2.3644  -0.17
C  -0.0168  -1.2056  2.2659  -0.55
O  -0.0496  -1.7791  1.1604  -0.10
C  -0.0736  -1.8971  3.5866  -0.14
C  -0.1757  -3.2516  3.8475  0.01
C  -0.2132  -3.6546  5.1761  -0.05
C  -0.1508  -2.7229  6.2097  -0.05
C  -0.0492  -1.3616  5.9456  -0.02
C  -0.0113  -0.9819  4.6202  -0.21
H  -0.2265  -3.9634  3.0346  0.12
H  -0.2940  -4.7066  5.4150  0.11
H  -0.1837  -3.0641  7.2359  0.11
H  -0.0032  -0.6342  6.7446  0.13
C  1.1271  4.1672  -3.0204  0.02
C  1.5614  3.0521  -2.1170  -0.56
N  2.8058  3.0958  -1.6191  0.20
O  0.7984  2.1243  -1.8346  -0.14
H  1.8814  4.9409  -3.1409  0.08
H  0.2155  4.6032  -2.6140  0.10
H  0.8851  3.7449  -3.9953  0.10
H  3.4413  3.8402  -1.8438  0.12
H  3.1220  2.3367  -1.0343  0.10


No. 4
ORCA calculation (the ωB97M-V functional and the def2-TZVPD basis) on a 2-piece molecular cluster, C15H17BCl3F2NO4 overall.

The total energy comes out at -69190.901 eV. Its SMILES is O=C(O)CCCB(CCc1ccccc1)N(C(=O)F)C(=O)F.ClC(Cl)Cl. The lowest unoccupied orbital energy comes out at 0.1 eV. The calculation puts the strongest force on any atom at 1.7 eV/Å.

Last column: natural (NBO) charge in e.
Positions of all 43 atoms, in Å:
O  3.5654  -1.8141  0.7929  -0.59
C  2.6708  -1.1331  1.2060  0.79
O  1.5231  -1.6485  1.6940  -0.69
C  2.7023  0.3663  1.2443  -0.52
C  3.2562  0.9670  -0.0747  -0.38
C  2.3086  2.0414  -0.6295  -0.83
B  1.1224  1.5497  -1.5184  1.12
C  -0.2448  2.3223  -1.5194  -0.84
C  -1.5491  1.5178  -1.6233  -0.40
C  -2.1372  1.0640  -0.3013  -0.02
C  -1.5649  1.3068  0.9387  -0.18
C  -2.1545  0.8157  2.0933  -0.20
C  -3.3134  0.0719  2.0343  -0.23
C  -3.9034  -0.1676  0.8036  -0.20
C  -3.3117  0.3220  -0.3453  -0.21
N  1.4560  0.3373  -2.3901  -0.84
C  1.0911  -0.8958  -1.8515  0.98
O  1.4391  -1.9687  -2.1985  -0.51
F  0.2969  -0.7172  -0.7720  -0.32
C  1.1950  0.4321  -3.7853  0.99
O  1.9680  0.1978  -4.6447  -0.47
F  -0.0458  0.8661  -4.0642  -0.32
H  1.4330  -2.5266  1.2930  0.50
H  3.3640  0.6629  2.0561  0.25
H  1.7099  0.7656  1.4351  0.22
H  3.4615  0.1912  -0.8069  0.23
H  4.2130  1.4383  0.1382  0.22
H  2.8814  2.6750  -1.3251  0.27
H  1.9654  2.7074  0.1614  0.23
H  -0.2642  2.9127  -0.6057  0.24
H  -0.1984  3.0613  -2.3277  0.27
H  -2.2993  2.1497  -2.1016  0.22
H  -1.4573  0.6396  -2.2522  0.22
H  -0.6470  1.8702  1.0238  0.19
H  -1.6918  0.9986  3.0526  0.21
H  -3.7637  -0.3281  2.9308  0.21
H  -4.8115  -0.7458  0.7152  0.21
H  -3.7683  0.1146  -1.3048  0.21
Cl  -0.9483  -3.3494  1.3058  0.02
C  -1.4095  -4.4836  2.5754  -0.29
Cl  -0.9270  -6.1272  2.1602  0.02
Cl  -0.7248  -3.9980  4.1254  0.02
H  -2.4871  -4.4616  2.6624  0.23


No. 5
ORCA calculation (the ωB97M-V functional and the def2-TZVPD basis) on C18H16BrF8N7O2PV as an isolated structure.

Its spin multiplicity is 2. The total energy comes out at -160210.572 eV. The lowest unoccupied orbital energy (alpha / beta) comes out at -5.5 / -4.9 eV. Its charge is +1. The calculation puts the strongest force on any atom at 1.1 eV/Å. The energy above the lowest of the compared OMol25 structures with the same formula, charge and spin is 0.0 kcal per mole.

Last column: Löwdin spin population.
Positions of all 54 atoms, in Å:
V  0.9271  0.1046  1.7090  1.16
O  1.4350  2.8549  7.1969  0.00
C  1.3563  2.1826  6.0556  0.00
C  1.4822  0.7946  5.9587  0.00
C  1.3835  0.2087  4.7268  0.00
N  1.1849  0.9147  3.5956  0.00
C  1.0424  2.2452  3.7156  0.00
Br  0.6618  3.1881  2.1236  0.01
C  1.1219  2.9259  4.8967  0.00
H  1.5781  2.2686  7.9519  0.00
H  1.6449  0.1799  6.8347  0.00
H  1.4562  -0.8638  4.6238  0.00
H  0.9904  3.9968  4.9429  0.00
C  1.3313  1.3306  -1.6574  0.00
C  0.8757  -0.0669  -1.4182  0.00
N  0.6149  -0.6317  -0.2431  0.00
C  0.1813  -1.9280  -0.4941  0.00
C  0.1897  -2.1374  -1.8254  0.00
N  0.6234  -0.9570  -2.3946  0.00
C  0.8054  -0.7657  -3.8370  0.00
N  -0.3370  -1.2153  -4.5537  0.00
N  -0.2709  -2.3871  -5.2631  0.00
N  -1.4015  -2.6050  -5.8068  0.00
C  -2.2588  -1.5660  -5.4685  0.00
C  -3.5942  -1.3488  -5.8127  0.00
C  -4.1988  -0.2221  -5.3049  0.00
C  -3.5028  0.6747  -4.4702  0.00
C  -2.1846  0.4730  -4.1237  0.00
C  -1.5814  -0.6687  -4.6527  0.00
H  1.1814  1.9285  -0.7633  0.00
H  0.7632  1.7917  -2.4643  0.00
H  2.3894  1.3689  -1.9240  0.00
H  -0.1309  -2.5902  0.2951  0.00
H  -0.0834  -2.9945  -2.4185  0.00
H  1.6503  -1.3537  -4.1851  0.00
H  0.9960  0.2866  -4.0283  0.00
H  -4.1217  -2.0465  -6.4497  0.00
H  -5.2331  -0.0165  -5.5460  0.00
H  -4.0203  1.5454  -4.0889  0.00
H  -1.6613  1.1643  -3.4747  0.00
F  1.3548  -2.6769  2.3566  -0.02
C  2.1244  -1.6440  1.9438  -0.09
F  3.0530  -1.4303  2.9097  -0.02
H  2.6212  -1.9255  1.0185  -0.01
F  -1.0598  0.6851  1.3036  0.00
P  -2.0447  -0.2323  2.4035  0.00
F  -2.7071  -1.1613  3.4646  0.00
F  -1.5882  0.8157  3.5126  0.00
F  -3.3026  0.6071  2.0253  0.00
F  -0.4961  -1.0194  2.6685  0.01
F  -2.2610  -1.2620  1.2321  0.00
O  4.7870  1.3814  0.8814  -0.02
C  3.6966  1.0611  1.0724  -0.01
N  2.5363  0.7374  1.2493  -0.03


> Among the records above, which one has the lowest total energy?

C18H16BrF8N7O2PV


> Number 2 is which compound?

C4H7N3